ORCA calculation (ωB97M-V with the def2-TZVPD basis set) on 2 unconnected molecules or ions with the total composition C8H10O2 in a non-equilibrium geometry.

Output
LUMO level (eV): 0.70
E_tot (Eh): -461.2486
Gap between HOMO and LUMO (eV): 9.5
Structure (SMILES): c1ccccc1.CC(=O)O
HOMO (eV): -8.8
Net charge: 0

The geometry in XYZ format:
```
20
Properties=species:S:1:pos:R:3:forces:R:3
C -0.811 -0.396 2.847 1.35 -1.62 2.65
C 0.132 -0.726 -3.196 -2.69 -2.03 1.67
H -0.257 1.075 0.306 -0.51 1.56 2.06
O 1.479 0.222 3.079 1.32 -1.59 1.17
C 0.979 0.697 -1.464 -1.86 1.21 2.08
H 1.911 0.535 -3.313 -0.42 -0.69 -0.03
O 0.187 1.612 2.024 0.08 0.28 0.61
C 1.065 0.144 -2.728 1.57 1.90 1.03
H 0.259 -1.233 -4.135 -0.17 0.01 -0.31
C -0.947 -1.093 -2.323 3.64 4.44 2.72
C -1.077 -0.442 -0.979 -1.82 2.46 -1.11
H -2.045 -0.117 -0.400 0.97 -2.44 -1.25
H -0.496 -0.713 3.945 -1.48 0.38 -1.87
H 2.009 0.988 2.897 1.05 0.71 -0.15
C -0.222 0.577 -0.572 4.05 -3.50 -6.14
H -1.612 -1.804 -2.512 -2.72 -2.80 -1.30
H 1.755 1.404 -1.142 -0.25 -0.29 -0.23
C 0.331 0.550 2.597 -2.84 0.96 -1.78
H -0.857 -1.359 2.295 0.53 0.83 -0.01
H -1.783 0.080 2.776 0.19 0.21 0.19
```
Positions in Å, forces in eV/Å.

Mulliken population analysis, charges in e, atoms 1 to 4: -0.95 -0.35 1.04 -0.44